C11H17N2O | the ωB97M-V functional and the def2-TZVPD basis

Structure (XYZ):
```
31
Properties=species:S:1:pos:R:3
C 2.28 1.27 -2.20
N 1.02 0.54 -2.29
C -0.04 1.10 -3.12
C 0.94 -0.66 -1.80
H 2.17 2.22 -2.74
H 2.56 1.49 -1.15
H 3.09 0.68 -2.64
H 0.28 2.10 -3.44
H -0.19 0.47 -4.00
H -0.99 1.18 -2.58
H -0.01 -1.20 -1.87
H 1.84 -1.13 -1.40
C 1.86 -2.71 1.16
C 0.50 -2.06 0.96
C 0.43 -0.71 1.38
N -0.78 -0.04 1.57
C -1.97 -0.42 0.96
C -3.11 0.35 1.13
C -3.09 1.49 1.93
C -1.89 1.83 2.57
C -0.76 1.07 2.40
O -0.45 -2.70 0.45
H 2.66 -1.96 1.22
H 1.83 -3.26 2.11
H 2.07 -3.43 0.36
H 1.29 -0.26 1.88
H -1.94 -1.35 0.42
H -4.00 0.02 0.61
H -3.98 2.11 2.04
H -1.82 2.70 3.21
H 0.19 1.25 2.89
```

As for the charge: +1. The orbital gap comes out at 6.01 eV. The calculation puts the energy above the lowest of the compared OMol25 structures with the same formula, charge and spin at 2.7368 eV. As for the molecular weight: 193.3 g mol⁻¹. As for the multiplicity: 1.

---

C4H10NO | the ωB97M-V functional and the def2-TZVPD basis

Structure (XYZ):
```
16
Properties=species:S:1:pos:R:3
C -0.09 2.21 0.53
C -0.42 1.31 -0.71
C 1.32 -1.20 -0.14
C 1.22 -0.04 0.72
N 0.52 0.91 0.36
O -1.89 -1.88 -0.18
H 0.54 2.99 0.15
H -0.61 2.49 1.42
H -1.26 0.72 -0.54
H -0.11 1.57 -1.69
H 1.73 -1.04 -1.12
H 1.82 -2.06 0.40
H 0.34 -1.54 -0.38
H 1.67 -0.08 1.67
H -2.29 -2.43 0.50
H -2.50 -1.94 -0.98
```

As for the charge: +1. The orbital gap comes out at 11.37 eV. The calculation puts the energy above the lowest of the compared OMol25 structures with the same formula, charge and spin at 2.3943 eV. As for the molecular weight: 88.1 g mol⁻¹. As for the multiplicity: 1.

---

C35H33IrN6O2SeSi | the ωB97M-V functional and the def2-TZVPD basis

Structure (XYZ):
```
79
Properties=species:S:1:pos:R:3
Ir -0.75 0.73 0.27
Se 2.14 -1.00 -6.47
N 2.87 -0.63 -4.90
C 1.89 -0.41 -4.07
C 2.09 -0.09 -2.66
C 3.33 0.06 -2.03
C 3.37 0.36 -0.69
C 2.19 0.51 0.03
N 1.01 0.40 -0.57
C 0.95 0.11 -1.89
C -0.38 0.05 -2.45
N -1.37 0.34 -1.59
C -2.64 0.27 -1.99
C -2.95 -0.08 -3.30
C -1.95 -0.34 -4.21
C -0.61 -0.27 -3.78
C 0.56 -0.51 -4.62
N 0.48 -0.82 -5.88
H 4.24 -0.07 -2.61
H 4.31 0.48 -0.17
H 2.18 0.72 1.09
H -3.40 0.49 -1.25
H -3.99 -0.12 -3.59
H -2.17 -0.59 -5.23
C -1.42 5.57 -0.41
Si -1.34 3.80 -0.97
C -2.85 3.47 -2.01
C 0.20 3.59 -2.02
N -1.18 2.61 0.34
C -1.02 2.87 1.74
C -1.43 3.99 2.44
C -1.22 4.08 3.81
C -0.58 3.07 4.51
C -0.14 1.95 3.82
C -0.34 1.87 2.45
H -1.45 6.16 -1.33
H -0.55 5.89 0.16
H -2.33 5.81 0.14
H -3.04 4.37 -2.61
H -3.75 3.31 -1.40
H -2.74 2.65 -2.71
H 0.23 4.39 -2.77
H 0.23 2.65 -2.57
H 1.11 3.68 -1.42
H -1.96 4.79 1.94
H -1.57 4.96 4.33
H -0.42 3.15 5.58
H 0.37 1.16 4.34
H 0.11 0.93 2.01
C 1.85 -4.80 0.42
O 1.28 -3.93 1.41
C 2.01 -2.90 1.86
C 3.30 -2.60 1.43
C 4.01 -1.57 2.02
C 3.45 -0.81 3.03
C 2.16 -1.10 3.46
C 1.44 -2.13 2.88
N 0.20 -2.50 3.50
C -0.91 -3.05 3.04
C -1.42 -3.21 1.74
C -2.33 -4.28 1.57
C -2.83 -4.59 0.33
C -2.43 -3.81 -0.77
C -1.61 -2.72 -0.62
C -1.09 -2.36 0.64
O -0.38 -1.28 0.86
H 1.09 -5.55 0.22
H 2.75 -5.28 0.80
H 2.07 -4.25 -0.49
H 3.76 -3.20 0.66
H 5.03 -1.38 1.71
H 4.02 -0.02 3.52
H 1.73 -0.55 4.28
H 0.26 -2.47 4.50
H -1.51 -3.47 3.84
H -2.61 -4.88 2.43
H -3.50 -5.43 0.20
H -2.81 -4.06 -1.75
H -1.33 -2.15 -1.49
```

As for the charge: +2. The orbital gap comes out at 6.72 eV. The calculation puts the energy above the lowest of the compared OMol25 structures with the same formula, charge and spin at 0.6655 eV. As for the molecular weight: 869.0 g mol⁻¹. As for the multiplicity: 1.

---

C2H6ClN3 | the ωB97M-V functional and the def2-TZVPD basis

Structure (XYZ):
```
12
Properties=species:S:1:pos:R:3
C -1.02 0.73 1.95
N -0.49 0.49 0.64
N -0.13 -0.68 0.41
N 0.48 -0.93 -0.84
C 0.83 0.02 -1.83
Cl 1.29 -2.47 -0.89
H -1.36 -0.26 2.28
H -1.88 1.43 1.86
H -0.31 0.93 2.69
H 0.67 0.90 -1.22
H 1.77 -0.13 -2.22
H 0.16 -0.04 -2.82
```

The orbital gap comes out at 9.65 eV. The calculation puts the energy above the lowest of the compared OMol25 structures with the same formula, charge and spin at 3.5009 eV. As for the molecular weight: 107.5 g mol⁻¹. Its structure (SMILES) is C/N=N/N(C)Cl. As for the multiplicity: 1.

---

C23H16Cl5IN4O5SSm | the ωB97M-V functional and the def2-TZVPD basis

Structure (XYZ):
```
56
Properties=species:S:1:pos:R:3
Sm 0.55 0.72 0.78
C 2.76 0.11 -2.65
C 1.34 0.19 -3.11
N 1.00 -0.32 -4.26
C -0.29 -0.32 -4.61
C -1.31 0.07 -3.78
C -2.74 -0.05 -4.25
O -3.56 1.06 -3.93
C -0.99 0.55 -2.48
C -1.99 0.61 -1.47
N -1.80 0.79 -0.19
C -2.90 0.67 0.65
C -4.22 0.89 0.23
C -5.30 0.66 1.06
C -5.11 0.13 2.32
C -3.82 -0.07 2.77
C -2.73 0.27 1.99
I -0.25 3.50 1.48
C 0.40 0.78 -2.19
O 0.80 1.45 -1.19
H 3.43 -0.14 -3.47
H 2.83 -0.67 -1.88
H 3.06 1.06 -2.20
H -0.49 -0.71 -5.60
H -3.23 -0.92 -3.80
H -2.74 -0.20 -5.34
H -3.07 1.86 -4.12
H -2.99 0.35 -1.83
H -4.40 1.30 -0.76
H -6.30 0.87 0.71
H -5.94 -0.10 2.96
H -3.68 -0.47 3.76
Cl 6.61 -3.56 0.78
C 5.48 -2.27 0.89
C 4.26 -2.45 1.53
Cl 3.90 -3.97 2.24
C 3.34 -1.42 1.59
Cl 1.81 -1.63 2.36
C 3.59 -0.14 1.02
O 2.73 0.80 1.08
C 4.86 0.02 0.41
Cl 5.23 1.56 -0.24
C 5.77 -1.02 0.33
Cl 7.26 -0.79 -0.49
N 1.14 1.14 3.46
C 0.12 0.63 4.37
C -1.31 0.75 3.81
O -2.21 1.17 4.48
O -1.43 0.24 2.56
H 2.06 0.79 3.73
H 1.18 2.16 3.52
H 0.10 1.15 5.34
H 0.29 -0.43 4.54
S -0.93 -3.16 -1.90
C -0.30 -2.13 -0.88
N 0.14 -1.37 -0.09
```

As for the charge: -1. The orbital gap (spin up / spin down) comes out at 7.28 / 7.28 eV. Its expectation value of S² is 8.76. The calculation puts the energy above the lowest of the compared OMol25 structures with the same formula, charge and spin at 0.6379 eV. As for the molecular weight: 915.0 g mol⁻¹. As for the multiplicity: 6.